1.
Below is a molecular structure, C5H10NO2 at a distorted geometry, with properties calculated with wB97M-V/def2-TZVPD.

```
18
Properties=species:S:1:pos:R:3:forces:R:3:nbo_charge:R:1
O -3.128547 -0.645786 -0.898372 -0.21 0.40 -0.01 -0.78
C -2.673337 -0.874347 0.234213 0.36 -0.91 0.10 0.63
O -2.523237 -0.158699 1.244950 -0.22 0.34 -0.06 -0.80
C 1.884913 -0.176267 -0.816083 -3.32 -3.00 -3.78 0.08
C 0.535265 -0.122579 -0.089093 -0.33 2.57 0.49 -0.30
C 0.708607 0.317616 1.356847 -0.58 -1.30 0.33 -0.65
C -0.383203 0.862293 -0.857352 1.09 -0.39 -0.24 -0.61
N 2.963341 -0.735160 -0.451737 1.13 2.55 1.73 -0.59
H -2.277767 -1.934068 0.359693 -0.08 -0.01 0.06 -0.03
H 0.012971 -1.071576 -0.254116 0.66 -0.32 0.57 0.25
H 1.320744 -0.413426 1.890173 0.37 0.27 0.09 0.20
H 1.120640 1.327526 1.432243 0.04 -0.06 -0.02 0.19
H -0.267376 0.261060 1.839851 -0.09 0.35 -0.05 0.28
H -1.316459 1.152047 -0.397726 -0.19 -0.56 0.32 0.27
H -0.556266 0.280266 -1.766739 -0.42 0.95 -0.40 0.21
H 0.172074 1.788409 -1.011208 0.11 0.11 -0.50 0.17
H 1.694778 -0.131329 -1.920866 -0.10 0.41 -0.08 0.11
H 2.712865 0.274025 0.105318 1.78 -1.42 1.45 0.38
```
Positions in Å, forces in eV/Å.

Total charge: -1
HOMO-LUMO gap (eV): 7.89
LUMO energy (eV): 3.660
E_HOMO (Eh): -0.1554
E_tot (eV): -10930.15488

=====

2.
Below is a molecular structure, C5H10NO2 at a distorted geometry, with properties calculated with wB97M-V/def2-TZVPD.

```
18
Properties=species:S:1:pos:R:3:forces:R:3:nbo_charge:R:1
O -2.313926 -0.520133 0.187237 -0.78 -3.66 1.58 -0.57
C -1.651696 -0.341827 1.329734 3.94 4.64 2.69 0.59
O -2.119715 -0.245486 2.458208 -0.63 -0.43 -0.88 -0.60
C -0.103567 -0.111644 1.096546 -0.63 -1.85 0.65 -0.11
C 0.364938 -0.913950 -0.139155 1.81 0.31 0.05 -0.41
C 0.429519 -0.032435 -1.401934 0.98 -2.03 -0.02 -0.40
C 1.549638 0.964223 -1.321936 -0.64 1.29 1.13 -0.90
N 0.169666 1.315556 0.993249 -1.06 -0.57 0.71 -0.95
H 0.288977 -0.659816 1.998921 0.23 0.78 -0.29 0.14
H 1.401972 -1.306360 0.031428 -0.49 0.56 0.07 0.19
H -0.158287 -1.847883 -0.346829 -0.67 0.03 0.21 0.17
H 0.599897 -0.814591 -2.181090 -0.73 0.53 -0.41 0.14
H -0.549136 0.430606 -1.454062 -0.17 0.23 -0.63 0.19
H 0.880670 1.451321 -0.006989 -0.08 -0.08 -0.23 0.38
H 2.565103 0.606053 -1.111467 -0.25 -0.14 -0.42 0.17
H 1.451076 1.781830 -2.046329 0.42 -0.25 -0.12 0.17
H -2.026658 -1.465644 0.837036 -2.13 -0.03 -3.78 0.50
H -0.778470 1.710180 1.077431 0.89 0.69 -0.30 0.32
```
Positions in Å, forces in eV/Å.

Total charge: -1
HOMO-LUMO gap (eV): 4.91
LUMO energy (eV): 3.337
E_HOMO (Eh): -0.0579
E_tot (eV): -10927.69359

=====

3.
Below is a molecular structure, C5H10NO2 at a distorted geometry, with properties calculated with wB97M-V/def2-TZVPD.

```
18
Properties=species:S:1:pos:R:3:forces:R:3:nbo_charge:R:1
C 0.059379 0.368372 0.588845 -1.41 0.84 1.83 -0.29
N -1.174338 -0.343504 0.407430 -1.83 -0.58 -1.29 -0.78
C -1.882525 -0.598746 1.524394 2.58 1.73 -0.41 0.50
O -3.077894 -0.520152 1.803256 -0.03 -1.04 -0.39 -0.71
C 1.348314 -0.443877 0.499676 1.39 0.79 -0.99 -0.46
C 1.760161 -0.450338 -1.003312 -0.25 -2.60 1.44 -0.07
C 0.847765 -0.934642 -1.949183 1.86 -0.41 1.52 -0.40
O 1.440196 2.152574 -1.580643 0.14 -1.15 -0.37 -1.30
H 0.129727 1.203595 -0.107425 0.07 -0.12 -0.33 0.26
H -0.065873 0.951360 1.538821 0.93 -0.59 -0.04 0.18
H 1.561297 3.080726 -1.363670 -0.07 -0.10 0.15 0.43
H -1.064699 -0.725315 2.297435 -0.82 -0.22 1.21 -0.02
H 1.239992 -1.412247 0.991436 -0.21 -0.31 -0.72 0.23
H 2.211677 -0.001881 1.002096 -0.24 0.46 0.14 0.21
H 0.916366 0.313389 -1.568236 -0.74 1.64 -1.25 0.45
H 2.777681 -0.232335 -1.305948 -0.27 0.46 -0.02 0.25
H 1.244739 -1.187216 -2.927390 -0.51 0.72 -0.16 0.23
H -0.037560 -1.380219 -1.515228 -0.58 0.50 -0.29 0.29
```
Positions in Å, forces in eV/Å.

Total charge: -1
HOMO-LUMO gap (eV): 6.06
LUMO energy (eV): 2.935
E_HOMO (Eh): -0.1147
E_tot (eV): -10927.56241

=====

4.
Below is a gas-phase ion, C5H10NO2 (charge -1) at a distorted geometry, with properties calculated with wB97M-V/def2-TZVPD.

```
18
Properties=species:S:1:pos:R:3:forces:R:3:nbo_charge:R:1
C 2.664225 -0.120027 -0.515451 1.94 2.34 -4.41 -0.62
C 1.536245 -0.768207 0.061706 -3.63 -3.87 3.09 -0.42
C 0.246727 -0.065727 0.698830 1.41 1.86 -1.23 -0.19
N -0.548006 0.243204 -0.424965 -2.53 0.26 -3.80 -0.67
C -1.903041 1.045297 -0.381549 2.45 -3.98 3.17 -0.33
C -2.862435 0.025488 0.432149 -0.77 4.39 1.11 0.74
O -2.802081 0.124075 1.679039 1.52 -0.59 0.59 -0.81
O -3.809272 -0.428826 -0.177149 -1.22 -2.01 -2.27 -0.77
H 3.171092 -0.749115 -1.394406 -1.35 1.22 1.57 0.19
H 2.206194 0.859789 -1.043741 1.79 -1.64 1.17 0.22
H 3.532238 -0.030373 0.158416 -0.60 0.90 -0.07 0.20
H 1.856295 -1.245434 0.985637 0.52 -0.84 0.05 0.18
H 1.149927 -1.626855 -0.593079 0.30 1.20 0.84 0.19
H 0.556387 0.939062 1.133628 -0.22 -1.16 -0.02 0.17
H -0.296372 -0.648083 1.439540 0.44 -0.36 0.42 0.20
H -0.802868 -0.636518 -0.952584 0.54 1.22 0.93 0.34
H -2.250915 1.207882 -1.365891 -0.12 0.41 -0.96 0.19
H -1.644339 1.874369 0.259870 -0.48 0.65 -0.18 0.19
```
Positions in Å, forces in eV/Å.

SMILES: CCCNCC(=O)[O-]
Total charge: -1
HOMO-LUMO gap (eV): 7.10
LUMO energy (eV): 3.642
E_HOMO (Eh): -0.1271
E_tot (eV): -10931.55286

=====

5.
Below is a gas-phase ion, C5H10NO2 (charge -1) at a distorted geometry, with properties calculated with wB97M-V/def2-TZVPD.

```
18
Properties=species:S:1:pos:R:3:forces:R:3:nbo_charge:R:1
C 0.772158 1.336814 1.563957 -0.62 -1.08 1.24 -0.62
C -0.445434 1.513627 0.627433 0.98 -1.01 0.87 -0.41
C -0.137818 0.619471 -0.546540 -1.17 1.09 -2.31 -0.41
C -0.122909 -0.902895 -0.351147 -0.69 -0.24 -0.78 -0.18
N -1.536424 -1.434289 -0.554268 0.95 0.15 0.20 -0.89
C 0.927019 -1.611222 -1.384534 -0.78 0.78 0.57 0.78
O 2.065872 -1.088950 -1.382047 -0.57 -0.61 -0.11 -0.78
O 0.437337 -2.569853 -2.022722 0.54 0.24 0.01 -0.78
H 1.579939 2.067289 1.271236 -0.55 -1.18 0.27 0.20
H 0.411727 1.599618 2.609193 0.89 -0.43 -0.85 0.18
H 1.065230 0.167049 1.499688 -0.07 3.18 0.51 0.22
H -0.507034 2.595772 0.397383 -0.50 -0.67 -0.21 0.19
H -1.374120 1.073686 1.030689 0.17 0.76 0.42 0.19
H 0.819843 0.944653 -0.940391 0.23 -0.16 -0.32 0.22
H -0.953011 0.902618 -1.297187 1.16 -0.85 0.39 0.20
H 0.322014 -1.137236 0.625786 -0.54 -0.26 -0.07 0.17
H -1.427152 -2.067855 -1.354832 0.06 0.08 0.26 0.39
H -1.897243 -2.008300 0.208300 0.52 0.20 -0.08 0.34
```
Positions in Å, forces in eV/Å.

SMILES: CCC[C@@H](N)C(=O)[O-]
Total charge: -1
HOMO-LUMO gap (eV): 8.07
LUMO energy (eV): 3.981
E_HOMO (Eh): -0.1505
E_tot (eV): -10933.26265

=====

6.
Below is a gas-phase ion, C5H10NO2 (charge -1) at a distorted geometry, with properties calculated with wB97M-V/def2-TZVPD.

```
18
Properties=species:S:1:pos:R:3:forces:R:3:nbo_charge:R:1
C -1.493183 0.233652 -1.608749 -0.10 -1.55 -0.76 -0.60
C -0.071224 -0.088373 -1.114255 -0.40 0.53 -0.20 -0.41
C 0.052609 -0.362231 0.416999 2.20 0.34 -0.99 -0.04
C 0.843884 -1.676823 0.612585 -0.99 -0.16 -0.10 -0.61
N 0.941766 0.670987 0.954991 -0.23 -0.04 0.67 -0.70
C 0.364807 1.862290 1.474715 -1.49 1.32 0.15 0.85
O 1.081819 2.703693 2.062985 0.63 -0.82 -0.10 -0.80
O -0.874319 1.985214 1.255299 0.22 -0.29 -0.27 -0.83
H -2.232170 -0.220637 -0.940701 -0.12 0.59 0.07 0.20
H -1.691795 -0.259122 -2.576446 0.16 0.08 0.08 0.17
H -1.640507 1.290203 -1.802212 -0.21 0.11 0.60 0.22
H 0.423517 -0.904653 -1.660763 -0.39 0.07 -0.09 0.17
H 0.463364 0.825005 -1.368610 0.57 -0.21 0.38 0.22
H -0.961035 -0.364577 0.807855 0.14 0.02 0.63 0.21
H 1.026614 -1.938340 1.658451 -0.21 0.15 0.05 0.20
H 1.820076 -1.610110 0.130187 -0.07 0.07 -0.17 0.20
H 0.260881 -2.480710 0.150315 0.27 -0.18 0.05 0.19
H 1.684896 0.334532 1.547354 0.03 -0.01 0.01 0.36
```
Positions in Å, forces in eV/Å.

SMILES: CC[C@@H](C)NC(=O)[O-]
Total charge: -1
HOMO-LUMO gap (eV): 7.45
LUMO energy (eV): 3.774
E_HOMO (Eh): -0.1351
E_tot (eV): -10933.79489

=====

7.
Below is a molecular structure, C5H10NO2P at a distorted geometry, with properties calculated with wB97M-V/def2-TZVPD.

```
19
Properties=species:S:1:pos:R:3:forces:R:3:nbo_charge:R:1
C 0.684037 -1.105336 -0.363864 -3.22 -0.99 -0.84 0.68
C 1.428115 0.818950 0.954007 -4.19 -0.31 0.16 -0.60
C 3.038786 -0.593893 -0.453854 -0.58 -0.16 -0.26 -0.60
C -3.915297 0.634965 -0.246315 -0.26 -0.48 -1.41 -0.45
C 1.600851 -0.031884 -0.334576 2.33 3.59 0.23 -0.41
N -2.590451 0.748250 -0.826888 3.81 -0.72 -0.13 -0.95
O 0.613110 -2.257411 -0.404776 0.49 0.25 0.22 -0.39
O -2.027096 -1.157688 0.747612 0.59 -2.13 1.62 -1.09
P -1.473105 -0.308529 -0.301582 -2.83 2.25 -0.68 1.53
H 1.746541 1.827348 1.067868 0.65 0.83 -1.18 0.24
H 1.767901 0.376328 1.830146 1.00 -1.49 1.35 0.22
H 0.273462 0.891364 1.203188 2.02 0.01 -0.67 0.23
H 3.327406 -1.296565 0.306391 -0.62 -0.57 0.62 0.23
H 3.778300 0.159971 -0.295580 0.33 0.87 -0.60 0.23
H 3.122706 -1.128073 -1.390071 0.42 0.16 -0.36 0.22
H -4.248664 1.677509 -0.026128 -0.60 -0.81 -1.20 0.20
H -4.389112 -0.126987 -0.979525 -0.51 2.04 0.99 0.21
H -4.046399 0.159707 0.690894 0.62 -0.80 1.17 0.19
H 1.308900 0.711968 -1.176939 0.55 -1.56 0.98 0.29
```
Positions in Å, forces in eV/Å.

Total charge: 0
HOMO-LUMO gap (spin up / spin down) (eV): 8.02 / 8.02
LUMO energy (spin up / spin down) (eV): -0.444 / -0.444
E_HOMO (spin up / spin down) (Eh): -0.3110 / -0.3109
E_tot (eV): -20217.79872

=====

8.
Below is a gas-phase ion, C5H10NO2S (charge +1) at a distorted geometry, with properties calculated with wB97M-V/def2-TZVPD.

```
19
Properties=species:S:1:pos:R:3:forces:R:3:nbo_charge:R:1
C -0.902008 -1.733877 1.049566 -0.43 -0.42 3.78 -0.42
N -0.301531 -0.523209 0.612931 0.67 2.44 -1.62 -0.65
S 1.301541 -0.223410 0.152604 -1.31 -4.23 1.48 2.28
C 1.426120 -0.327499 -1.623833 0.62 -0.80 1.08 -0.85
O 2.243085 -1.015667 0.884456 -0.94 0.86 -1.01 -0.80
O 1.401178 1.242695 0.494826 1.59 -0.31 -0.04 -0.64
C 0.297497 2.012184 0.571675 -1.61 1.10 -0.57 0.11
C -0.908383 1.763921 0.162672 -1.66 -1.37 -0.10 -0.24
C -1.226383 0.303002 -0.152349 0.25 2.02 -1.77 -0.27
H -2.037387 -1.742044 1.200294 1.77 0.68 -0.53 0.25
H -0.622688 -2.490724 0.441827 0.44 -2.82 -1.98 0.20
H -0.456564 -1.933525 2.040700 -0.44 -0.29 -0.31 0.24
H 2.162669 0.356721 -1.960015 0.78 0.74 -0.21 0.29
H 1.684060 -1.340922 -1.944302 -0.16 0.07 0.39 0.30
H 0.471209 -0.029463 -1.944483 -1.04 0.32 -0.87 0.25
H 0.531996 2.896903 0.985179 1.06 3.02 1.23 0.22
H -1.701260 2.530652 0.239036 0.71 -0.58 -0.06 0.27
H -2.274495 0.090941 0.048231 0.29 -0.26 0.33 0.27
H -1.088662 0.163322 -1.259016 -0.60 -0.15 0.80 0.20
```
Positions in Å, forces in eV/Å.

SMILES: C[N+]1=[S@](C)(=O)OC=CC1
Total charge: +1
HOMO-LUMO gap (eV): 11.57
LUMO energy (eV): -2.930
E_HOMO (Eh): -0.5330
E_tot (eV): -21756.88775